[1]
Formula: CH3Cl2P
Source: the Open Molecules 2025 dataset
Level of theory: wB97M-V/def2-TZVPD

Element x y z (Å)
C -0.5601 -0.5834 -0.8876
P 1.0380 1.9014 1.4486
Cl -0.5606 0.6654 0.5009
Cl 1.9583 0.2515 2.2130
H -1.5057 -0.8922 -1.0083
H -0.4205 0.0949 -1.6763
H 0.0506 -1.4377 -0.5902

Atomic forces in eV per Å
C 2.590 1.239 1.597
P 0.056 -0.002 -0.673
Cl -1.320 -0.496 0.371
Cl 0.522 -0.321 0.516
H -3.738 -1.078 0.261
H 1.393 0.017 -1.495
H 0.497 0.641 -0.577

As for the HOMO energy: -7.146 eV. The calculation puts the frontier orbital gap at 6.8 eV. As for the LUMO energy: -0.0144 Eh. The relative energy (zero: lowest compared OMol25 entry of this formula, charge and spin) is 3.6901 eV.


[2]
Formula: C5H10N2O2
Source: the Open Molecules 2025 dataset
Level of theory: wB97M-V/def2-TZVPD

Element x y z (Å)
C -2.3414 0.0945 1.9895
C 2.4902 0.3202 -1.2583
C 0.1735 -0.5916 -1.8138
N -1.1433 0.2994 1.2159
C -0.1847 -0.6784 1.1036
C 1.1671 -0.1748 -0.7655
O -0.7622 1.6583 1.1676
N 0.9655 -0.2409 0.4719
O -0.3577 -1.7987 1.5081
H -0.4207 1.8392 0.2786
H -3.1767 0.4970 1.4293
H -2.2828 0.5954 2.9618
H -2.4400 -0.9945 2.1435
H 3.0532 0.7846 -0.4639
H 3.0587 -0.5307 -1.6243
H 0.1648 0.1396 -2.6484
H -0.8373 -0.6973 -1.3944
H 0.4896 -1.5451 -2.2233
H 2.3843 1.0238 -2.0777

Atomic forces in eV per Å
C 0.148 -0.351 0.237
C 0.065 -0.130 -0.011
C -0.358 0.494 -0.195
N -0.025 0.331 -0.233
C -0.168 0.610 -0.368
C -0.216 0.064 -0.492
O 0.019 -0.165 0.083
N 0.667 0.335 0.836
O -0.039 -0.810 0.106
H -0.237 -0.283 0.154
H -0.277 -0.028 0.015
H 0.060 -0.058 -0.087
H -0.043 0.630 -0.120
H 0.093 0.067 0.285
H 0.143 -0.122 -0.165
H -0.050 -0.412 0.456
H 0.322 -0.007 -0.184
H -0.005 -0.225 -0.142
H -0.098 0.060 -0.176

As for the HOMO energy: -9.157 eV. The calculation puts the frontier orbital gap at 9.8 eV. As for the LUMO energy: 0.0222 Eh. Its SMILES is CC(C)=NC(=O)N(C)O. The relative energy (zero: lowest compared OMol25 entry of this formula, charge and spin) is 2.6973 eV.


[3]
Formula: CH2N2OS
Source: the Open Molecules 2025 dataset
Level of theory: wB97M-V/def2-TZVPD

Element x y z (Å)
C 0.3667 -0.0972 -0.0108
N 1.0950 1.2042 -0.0381
N 2.2812 1.1781 -0.0058
O 3.0938 0.2915 0.0275
S 1.4555 -1.5030 -0.0123
H -0.2387 -0.0647 0.8964
H -0.2756 -0.0696 -0.8937

Atomic forces in eV per Å
C -0.459 -2.115 0.024
N 0.056 1.586 -0.010
N -0.150 0.940 -0.031
O -0.348 -2.186 0.002
S 0.717 1.668 0.002
H 0.059 0.092 -0.097
H 0.124 0.016 0.111

As for the HOMO energy (alpha / beta): -9.364 / -9.367 eV. The calculation puts the frontier orbital gap (alpha / beta) at 7.2 / 7.2 eV. As for the LUMO energy (alpha / beta): -0.0780 / -0.0779 Eh. The relative energy (zero: lowest compared OMol25 entry of this formula, charge and spin) is 2.3508 eV.


[4]
Formula: C12H20AsBrNO
Source: the Open Molecules 2025 dataset
Level of theory: wB97M-V/def2-TZVPD

Element x y z (Å)
C -2.2917 -0.6540 -1.8631
C -3.1343 0.5788 -1.6214
Br -3.9848 0.4817 0.1595
C -2.4257 1.8959 -1.8606
As -0.6947 2.2529 -0.8233
C 1.0631 2.5012 0.2209
C 1.4248 1.1427 0.7857
C 0.8655 0.9147 2.1521
O 0.5888 1.7947 2.9074
N 0.6246 -0.4450 2.5923
C 1.1829 -1.4757 1.7748
C 0.3851 -2.2168 0.9027
C 0.9467 -3.2044 0.1008
C 2.3189 -3.4365 0.1743
C 3.1147 -2.7057 1.0498
C 2.5514 -1.7254 1.8609
H -2.9286 -1.5344 -1.7693
H -1.4740 -0.7539 -1.1603
H -1.9353 -0.6325 -2.8888
H -3.9879 0.5240 -2.2912
H -3.1052 2.7230 -1.6667
H -2.1391 1.9119 -2.9127
H -0.1875 3.2541 -1.9811
H -1.3326 3.5269 -0.0898
H -1.1555 1.2670 0.3493
H -0.0052 1.0441 -1.6274
H 0.9561 3.2609 0.9875
H 1.8271 2.8457 -0.4752
H 1.0610 0.3891 0.0809
H 2.5061 0.9916 0.8216
H -0.3827 -0.5439 2.6489
H -0.6691 -1.9839 0.8580
H 0.3366 -3.7765 -0.5791
H 2.7666 -4.1850 -0.4623
H 4.1776 -2.8905 1.0953
H 3.1361 -1.1367 2.5497

Atomic forces in eV per Å
C -0.556 -0.371 0.251
C 0.145 0.267 -0.558
Br -0.059 -0.010 0.067
C 0.073 -0.121 0.380
As 0.259 0.940 0.044
C 0.104 -0.149 -0.253
C 0.378 0.314 -0.367
C 0.028 -0.656 0.006
O -0.364 0.757 0.707
N 0.226 -0.195 -0.933
C -0.188 0.107 0.203
C 0.223 -0.128 0.073
C 0.384 0.308 0.451
C -0.137 0.012 -0.020
C -0.238 0.225 0.057
C -0.360 -0.289 -0.393
H -0.012 -0.133 0.055
H 0.258 0.163 -0.047
H 0.326 0.101 -0.087
H -0.295 -0.064 0.107
H -0.082 0.156 -0.015
H 0.098 0.013 -0.152
H -0.126 -0.016 -0.121
H -0.207 -0.182 0.087
H 0.014 -0.276 0.056
H 0.147 -0.245 0.060
H -0.193 0.027 0.185
H 0.024 -0.063 -0.229
H -0.076 -0.260 0.073
H 0.158 -0.074 0.138
H -0.020 0.020 0.325
H -0.141 -0.020 -0.101
H -0.123 -0.034 -0.098
H 0.069 -0.093 -0.038
H 0.109 -0.048 0.003
H 0.155 0.017 0.085

As for the HOMO energy: -3.507 eV. The calculation puts the frontier orbital gap at 6.6 eV. Its total charge is -1. As for the LUMO energy: 0.1125 Eh.


[5]
Formula: C7H6N2O2
Source: the Open Molecules 2025 dataset
Level of theory: wB97M-V/def2-TZVPD

Element x y z (Å)
C -1.5070 1.2026 -0.0175
C -0.7848 -0.7017 -1.2984
C -0.3041 -1.3719 1.4576
C 0.7550 1.0182 -0.5861
C -1.4971 -1.4874 1.9507
C 1.9059 0.2091 -1.1617
C -0.4872 0.4749 -0.6481
N -2.4988 1.6650 0.3384
N -0.7886 -1.7405 -1.7536
O 0.8462 -1.0972 1.2901
O 1.0402 2.1936 0.0009
H -1.4888 -1.9271 3.0200
H 0.3176 2.8052 -0.1379
H -2.3748 -1.5291 1.3111
H 1.9563 0.5198 -2.1873
H 2.9502 0.5791 -0.6989
H 1.9599 -0.8126 -0.8793

Atomic forces in eV per Å
C -1.877 0.080 -0.217
C 0.556 0.012 0.155
C 3.862 1.237 0.894
C 1.206 -1.605 -0.102
C -0.925 -1.486 1.274
C 2.799 3.161 2.243
C 0.683 2.964 0.648
N 0.194 0.387 0.381
N -0.474 -1.978 -1.075
O -2.676 -1.260 0.040
O 0.384 -0.920 -0.800
H -0.198 0.911 -1.912
H -0.609 0.367 0.346
H 0.162 0.049 0.324
H 0.126 -0.661 -0.826
H -2.396 -0.279 -0.902
H -0.818 -0.979 -0.469

As for the HOMO energy: -9.620 eV. The calculation puts the frontier orbital gap at 9.4 eV. As for the LUMO energy: -0.0068 Eh. Its SMILES is CC(O)=C(C#N)C#N.C=C=O. The relative energy (zero: lowest compared OMol25 entry of this formula, charge and spin) is 4.0467 eV.


[6]
Formula: C4H26AgCsO15P
Source: the Open Molecules 2025 dataset
Level of theory: wB97M-V/def2-TZVPD

Element x y z (Å)
Ag 21.8068 10.7730 -4.2597
Cs 22.2539 14.9617 -3.8593
P 19.6771 12.5689 -4.4699
O 20.8341 12.4709 -3.4537
O 20.3217 11.6469 -5.5409
O 19.3186 13.9759 -5.0267
O 18.4017 11.8110 -3.8428
O 22.8824 12.8700 -6.6514
H 22.0519 12.5868 -6.2690
H 23.5501 12.4107 -6.1421
O 20.3179 12.2030 -1.0224
H 19.4927 12.6770 -1.1249
H 20.7067 12.2061 -1.8971
O 20.6967 9.6194 -7.4870
H 20.6063 10.5416 -7.2472
H 20.8147 9.1650 -6.6529
O 18.4086 9.7457 -2.4932
H 19.2701 9.3460 -2.6120
H 18.4101 10.4991 -3.0837
O 18.8366 12.4576 -7.4877
H 18.7366 13.3107 -7.0654
H 19.0763 11.8641 -6.7759
O 18.8086 15.4814 -2.4361
H 18.7638 14.5405 -2.2657
H 19.1911 15.5488 -3.3110
O 15.9914 12.3786 -5.4182
H 16.3508 12.9540 -6.0935
H 16.7009 12.2819 -4.7829
C 18.2616 16.8204 -6.2076
C 17.0749 15.8691 -6.0637
O 17.3696 14.5872 -6.3896
O 19.3344 16.4506 -5.3030
H 17.9250 17.8571 -6.2138
H 18.5437 16.4169 -7.1800
H 16.4595 16.3061 -6.8501
H 16.6187 16.1170 -5.1053
H 18.1346 14.3387 -5.8656
H 19.3196 15.4930 -5.2370
C 15.2822 11.4702 -1.7586
C 16.1004 12.7067 -1.9241
O 17.4971 12.5477 -1.5928
O 15.6666 10.4064 -2.5608
H 14.2840 11.8875 -1.8913
H 15.3566 11.0532 -0.7543
H 15.7166 13.5448 -1.3424
H 15.9438 12.9552 -2.9738
H 17.8462 12.3036 -2.4530
H 16.6043 10.2072 -2.5098

Atomic forces in eV per Å
Ag 0.924 -1.307 0.032
Cs -0.144 0.599 -0.109
P -3.893 0.303 -0.134
O 0.359 1.367 0.207
O -0.107 -0.153 -0.408
O 2.263 -3.490 2.147
O 2.862 2.511 -2.473
O 0.303 0.469 0.305
H -0.811 -0.212 -0.235
H 0.424 -0.203 -0.098
O 0.539 -0.070 1.023
H -0.586 -0.068 0.277
H -0.149 -0.001 0.124
O 0.367 -0.268 -0.212
H -0.150 0.303 -0.128
H -0.189 -0.238 0.112
O 0.106 -1.308 0.726
H 0.003 -0.296 0.222
H 0.183 0.359 -0.458
O -0.064 -0.164 -0.759
H -0.081 0.170 -0.373
H -0.258 -0.296 -0.196
O 0.470 0.237 0.379
H -0.404 -0.382 0.261
H -0.358 0.307 -0.449
O -0.544 -0.409 0.100
H 0.073 0.371 -0.247
H 0.159 -0.186 0.146
C 0.413 -2.721 -0.390
C -0.683 3.727 -0.002
O -0.553 -0.683 -0.778
O -0.188 2.114 0.046
H 0.634 -0.046 0.376
H 0.766 1.184 -0.666
H -0.785 -0.354 0.049
H -0.396 -0.945 0.394
H -0.065 -0.477 0.577
H 0.100 -0.079 -0.197
C 0.711 -0.122 1.852
C 0.555 0.563 0.275
O -1.136 0.592 0.126
O -1.025 -0.172 -1.718
H -0.468 -0.975 -0.587
H -0.227 0.627 0.655
H -0.117 -0.120 0.166
H 0.457 0.372 -0.260
H 0.614 -0.402 -0.229
H 0.096 -0.028 0.528

As for the HOMO energy (alpha / beta): -9.212 / -9.075 eV. The calculation puts the frontier orbital gap (alpha / beta) at 6.1 / 3.5 eV. As for the LUMO energy (alpha / beta): -0.1140 / -0.2033 Eh. The multiplicity is 2. The relative energy (zero: lowest compared OMol25 entry of this formula, charge and spin) is 1.8907 eV.


[7]
Formula: C37H51BrCuN2P2S
Source: the Open Molecules 2025 dataset
Level of theory: wB97M-V/def2-TZVPD

Element x y z (Å)
N -5.6903 3.5447 -4.2312
C -5.4677 3.8994 -2.9713
C -4.4494 3.3400 -2.1859
C -3.5429 2.4083 -2.7707
C -3.8000 2.0592 -4.1396
C -4.8854 2.6502 -4.8051
C -2.3786 1.9732 -2.0349
Cu -0.8217 0.3841 -1.1571
P 3.4078 -0.5031 -0.8502
C -1.3075 1.3413 -2.7184
C -0.0137 2.0164 -2.8440
C 0.7999 1.6905 -3.9521
C 1.8321 2.5356 -4.3326
C 2.1125 3.6765 -3.5638
C 1.3528 3.9636 -2.4232
C 0.3187 3.1196 -2.0379
Br 3.5296 4.7573 -4.0505
H -2.2519 2.3841 -1.0103
H -1.5562 0.7489 -3.6012
H -4.3234 3.6830 -1.1580
H -3.1659 1.3552 -4.7164
H -6.1092 4.6796 -2.5581
H -5.1142 2.4156 -5.8466
H 0.5722 0.8003 -4.5514
H -0.2760 3.3271 -1.1432
H 2.4398 2.3119 -5.1998
H 1.5727 4.8583 -1.8437
P -1.4283 -1.8544 -1.2159
C 3.1779 1.3022 -0.7776
C 4.5709 1.9579 -0.7587
H 2.6023 1.5602 0.1280
H 2.6003 1.6118 -1.6634
H 4.5245 2.9850 -0.3825
H 5.2638 1.3915 -0.1227
H 5.0037 1.9959 -1.7659
C 3.0328 -1.0023 -2.5649
C 4.3042 -1.5082 -3.2626
H 2.5854 -0.1512 -3.0951
H 2.3201 -1.8367 -2.5545
H 4.1242 -1.6020 -4.3419
H 5.1638 -0.8381 -3.1016
H 4.5703 -2.5044 -2.8788
C 2.4311 -1.3744 0.4030
C 3.3657 -1.8868 1.5159
H 1.9122 -2.2212 -0.0762
H 1.6752 -0.6842 0.8117
H 2.8218 -2.5182 2.2260
H 4.1887 -2.4762 1.0922
H 3.8137 -1.0646 2.0890
C -0.9647 -2.8499 0.2642
C -1.4876 -4.2870 0.2792
H -1.3547 -2.3094 1.1393
H 0.1296 -2.8400 0.3773
H -2.5709 -4.3080 0.4573
H -1.2754 -4.8340 -0.6504
H -1.0186 -4.8520 1.0966
C -0.0589 -2.2559 -2.3918
C -0.3994 -2.2935 -3.8828
H 0.4570 -3.1679 -2.0461
H 0.6307 -1.4080 -2.2512
H -1.1084 -3.0946 -4.1357
H -0.8177 -1.3231 -4.2027
H 0.5175 -2.4591 -4.4734
C -2.8660 -2.7486 -1.9452
C -4.2524 -2.3952 -1.3938
H -2.7233 -3.8395 -1.8532
H -2.8702 -2.5144 -3.0194
H -5.0047 -2.8978 -2.0174
H -4.4179 -2.7420 -0.3626
H -4.4604 -1.3182 -1.4447
N -1.2830 0.6110 0.8175
S -0.5666 1.2013 2.1262
C -1.5274 2.3894 3.0711
C -0.9091 2.8926 4.2308
C -1.6009 3.7260 5.1056
C -2.9150 4.1152 4.8021
C -3.4846 3.7324 3.5797
C -2.7970 2.8625 2.7130
C -0.4530 -0.0982 3.3907
C -1.5295 -0.7083 4.0518
C -1.2982 -1.8093 4.8986
C 0.0049 -2.2945 5.0887
C 1.0915 -1.6029 4.5229
C 0.8486 -0.5063 3.6931
H -2.1242 0.1167 1.1090
H 0.1088 2.5728 4.4650
H -1.1130 4.0514 6.0284
H -3.4800 4.7093 5.5270
H -4.4856 4.1034 3.3231
H -3.2506 2.5206 1.7819
H -2.5394 -0.3237 3.9307
H -2.1302 -2.2908 5.4266
H 0.2010 -3.1880 5.6978
H 2.1237 -1.8865 4.7366
H 1.6711 0.0641 3.2653

Atomic forces in eV per Å
N -0.041 0.192 -0.048
C 0.484 -0.313 0.265
C 0.446 -0.309 -0.535
C -2.109 -0.244 -0.708
C 0.006 0.117 0.212
C 0.498 -0.240 0.609
C 1.505 -0.187 -0.761
Cu -0.676 -0.862 1.663
P -1.653 0.643 -0.807
C -2.064 1.417 -0.598
C 0.961 -0.200 0.351
C -0.194 0.113 0.183
C 0.172 0.131 0.575
C -0.799 -0.878 0.120
C 0.166 -0.077 0.197
C 0.252 0.084 -0.326
Br 0.505 0.512 -0.157
H 0.123 0.221 -0.999
H -0.139 0.462 0.104
H 0.041 -0.163 -0.240
H -0.461 0.594 0.587
H 0.072 -0.283 -0.085
H 0.166 -0.052 0.298
H -0.005 0.421 0.169
H 0.195 0.181 -0.424
H -0.045 0.033 -0.017
H 0.006 -0.207 -0.098
P -0.044 -0.768 -0.549
C 0.344 0.110 0.398
C 0.331 0.294 -0.071
H 0.201 -0.207 -0.262
H 0.103 -0.183 0.271
H -0.055 -0.212 -0.102
H -0.116 0.277 -0.063
H -0.101 -0.038 0.199
C 0.543 -0.763 -0.115
C 0.444 -0.097 -0.240
H 0.111 -0.048 0.293
H 0.279 0.365 0.153
H 0.104 0.047 0.317
H -0.287 -0.229 -0.201
H 0.005 0.343 -0.137
C 0.164 -0.438 0.339
C 0.194 -0.116 0.268
H 0.319 0.392 0.021
H 0.138 -0.100 -0.231
H 0.023 0.123 -0.212
H -0.217 0.060 0.145
H -0.116 -0.112 -0.179
C -0.210 -0.005 0.395
C 0.057 -0.322 0.204
H 0.145 -0.130 -0.105
H -0.355 0.085 -0.131
H 0.274 -0.031 -0.145
H -0.018 0.172 0.247
H -0.127 0.163 -0.181
C 0.269 -0.101 0.059
C 0.108 -0.005 -0.164
H -0.122 0.121 -0.294
H -0.230 -0.393 0.069
H 0.265 0.304 0.061
H 0.012 -0.433 0.065
H -0.336 0.028 0.167
C -0.330 -0.123 -0.122
C -0.254 -0.007 0.045
H 0.130 0.482 -0.165
H 0.110 -0.011 0.280
H 0.144 0.152 0.216
H 0.181 0.165 -0.258
H 0.107 -0.210 0.064
N 0.036 0.427 0.962
S 0.355 -0.118 0.611
C -0.741 0.957 0.411
C 0.055 -0.434 -0.154
C -0.165 -0.123 -0.233
C 0.250 -0.177 -0.251
C 0.092 -0.057 0.200
C 0.211 -0.247 0.165
C 0.213 -0.371 0.356
C 0.122 -0.180 -0.012
C 0.208 0.172 -0.242
C 0.361 0.313 -0.133
C -0.514 0.043 0.055
C -0.008 -0.074 -0.233
H -0.122 -0.042 -0.319
H -0.262 0.116 0.058
H -0.238 -0.084 -0.355
H 0.209 -0.124 -0.435
H 0.500 -0.310 0.038
H 0.015 0.116 0.213
H 0.089 -0.093 -0.042
H 0.319 0.275 -0.358
H -0.233 0.544 -0.218
H -0.366 -0.034 -0.022
H 0.015 -0.203 0.059

As for the HOMO energy (alpha / beta): -12.274 / -12.271 eV. The calculation puts the frontier orbital gap (alpha / beta) at 6.3 / 3.8 eV. Its total charge is +2. As for the LUMO energy (alpha / beta): -0.2210 / -0.3123 Eh. The multiplicity is 2. The relative energy (zero: lowest compared OMol25 entry of this formula, charge and spin) is 0.8976 eV.


[8]
Formula: C4H11NS
Source: the Open Molecules 2025 dataset
Level of theory: wB97M-V/def2-TZVPD

Element x y z (Å)
C -0.0467 0.2619 0.9598
C 0.6757 0.6556 -0.3444
C -0.2192 0.6679 -1.6110
S -1.3173 2.1474 -1.4199
C -0.5843 -1.1616 1.0215
N 0.5704 -2.1742 1.1595
H -0.7901 1.0020 1.2786
H 0.6785 0.5002 1.7927
H 1.4482 -0.0134 -0.5416
H 1.2171 1.6134 -0.0727
H -0.8219 -0.2456 -1.6818
H 0.3093 0.6750 -2.5443
H -0.8202 2.8982 -2.4450
H -1.1708 -1.4321 0.1392
H -1.3250 -1.2921 1.8289
H 1.0155 -2.1127 1.9975
H 1.1808 -1.9900 0.4830

Atomic forces in eV per Å
C 0.501 0.911 0.948
C -0.806 1.263 0.565
C -0.301 0.764 1.438
S 0.061 -0.039 -0.970
C 1.289 -1.004 0.689
N -6.189 -0.252 0.123
H -0.484 -0.063 -0.803
H -0.328 -0.980 -0.667
H 1.520 -1.521 -0.132
H -0.881 -0.688 -1.040
H -0.102 0.312 0.345
H 0.498 0.469 -0.316
H -0.188 -0.434 0.471
H 0.351 0.079 -0.166
H 0.671 0.003 0.022
H 1.263 0.413 2.938
H 3.126 0.767 -3.445

As for the HOMO energy: -9.008 eV. The calculation puts the frontier orbital gap at 9.9 eV. As for the LUMO energy: 0.0326 Eh. Its SMILES is NCCCCS. The relative energy (zero: lowest compared OMol25 entry of this formula, charge and spin) is 0.9904 eV.